No. 1
Formula: H4OS
Source: the Open Molecules 2025 dataset
Level of theory: ωB97M-V/def2-TZVPD

Calculated values
Multiplicity: 2
Orbital gap (alpha / beta), eV: 2.92 / 9.39
Total charge: -1
Expectation value of S²: 0.75

```
6
Properties=species:S:1:pos:R:3:lowdin_spin:R:1
S -0.674 0.615 -1.475 0.522
H 0.670 0.501 -1.399 0.053
H -1.008 -0.700 -1.571 0.136
H 0.204 -0.897 1.601 0.080
H 0.064 0.589 1.395 0.051
O 0.744 -0.108 1.449 0.158
```

No. 2
Formula: H4OS2
Source: the Open Molecules 2025 dataset
Level of theory: ωB97M-V/def2-TZVPD

Calculated values
Orbital gap, eV: 9.65

```
7
Properties=species:S:1:pos:R:3:nbo_charge:R:1
S -0.557 -2.291 1.134 -0.133
S 0.999 -1.280 2.110 -0.137
H -0.582 -1.386 0.133 0.141
H 1.973 -1.660 1.256 0.129
O -0.433 1.846 -1.552 -0.943
H -1.021 2.242 -2.234 0.471
H -0.377 2.529 -0.846 0.472
```

No. 3
Formula: H4OSSi
Source: the Open Molecules 2025 dataset
Level of theory: ωB97M-V/def2-TZVPD

Calculated values
Orbital gap, eV: 8.79

```
7
Properties=species:S:1:pos:R:3:nbo_charge:R:1
O -1.401 -0.803 -0.112 -1.054
Si -0.249 0.411 -0.175 1.275
S 1.841 0.004 0.150 -0.463
H -1.341 -1.269 -0.889 0.479
H 0.063 0.621 -1.565 -0.214
H -1.044 1.404 0.463 -0.185
H 2.130 -0.367 2.127 0.160
```

No. 4
Formula: H4OSSi
Source: the Open Molecules 2025 dataset
Level of theory: ωB97M-V/def2-TZVPD

Calculated values
Orbital gap, eV: 10.55

```
7
Properties=species:S:1:pos:R:3:nbo_charge:R:1
O -0.094 -0.782 -1.057 -1.092
Si -0.401 0.553 -0.164 1.334
S 0.128 -0.025 1.851 -0.487
H 0.132 -1.605 -0.620 0.509
H 0.315 1.424 -0.931 -0.236
H -1.735 1.293 -0.001 -0.207
H -1.013 0.508 2.459 0.179
```

No. 5
Formula: H4P4S
Source: the Open Molecules 2025 dataset
Level of theory: ωB97M-V/def2-TZVPD

Calculated values
Multiplicity: 3
Orbital gap (alpha / beta), eV: 6.36 / 6.83
Expectation value of S²: 2.03

```
9
Properties=species:S:1:pos:R:3:lowdin_spin:R:1
P -2.235 -0.448 0.145 0.530
P 0.202 1.882 -0.303 0.024
P 0.921 -1.702 0.128 0.107
P -0.415 -0.125 -0.776 0.172
S -2.683 1.921 1.508 1.139
H 1.462 1.504 -0.206 0.002
H 0.203 1.561 1.076 0.017
H 1.930 -1.764 -0.895 0.004
H 0.616 -2.829 -0.676 0.005
```

No. 6
Formula: H4S2
Source: the Open Molecules 2025 dataset
Level of theory: ωB97M-V/def2-TZVPD

Calculated values
Orbital gap, eV: 10.19

```
6
Properties=species:S:1:pos:R:3:nbo_charge:R:1
S 8.314 -12.235 -0.522 -0.302
H 9.526 -11.781 -0.889 0.138
H 7.853 -10.988 -0.312 0.153
S 7.722 -9.232 1.673 -0.280
H 6.728 -8.421 1.266 0.146
H 8.637 -8.560 0.950 0.145
```

No. 7
Formula: H4S2
Source: the Open Molecules 2025 dataset
Level of theory: ωB97M-V/def2-TZVPD

Calculated values
Orbital gap, eV: 10.46

```
6
Properties=species:S:1:pos:R:3:nbo_charge:R:1
S 1.606 0.639 1.319 -0.285
H 1.940 1.788 1.923 0.139
H 0.982 1.253 0.304 0.145
S -1.616 -0.687 -1.190 -0.282
H -1.468 -1.920 -1.632 0.141
H -1.453 -0.118 -2.384 0.141
```

No. 8
Formula: H4S2
Source: the Open Molecules 2025 dataset
Level of theory: ωB97M-V/def2-TZVPD

Calculated values
Orbital gap, eV: 10.05

```
6
Properties=species:S:1:pos:R:3:nbo_charge:R:1
S 2.088 -0.094 -0.055 -0.272
H 2.141 0.866 0.878 0.140
H 0.962 -0.620 0.447 0.132
S -1.234 0.167 -0.132 -0.298
H -1.815 -1.040 -0.190 0.145
H -2.142 0.721 -0.949 0.153
```

No. 9
Formula: H4S4
Source: the Open Molecules 2025 dataset
Level of theory: ωB97M-V/def2-TZVPD

Calculated values
Multiplicity: 2
Orbital gap (alpha / beta), eV: 3.39 / 6.66
Total charge: -1
Expectation value of S²: 0.75

```
8
Properties=species:S:1:pos:R:3:lowdin_spin:R:1
S 0.238 -2.191 -0.288 0.472
S -1.632 -1.109 0.053 0.452
H 0.846 -1.689 0.782 0.028
H -1.805 -0.669 -1.197 0.028
S 0.910 2.148 -0.695 0.007
S 0.734 1.707 1.338 0.009
H 1.080 0.861 -1.111 0.000
H -0.372 0.942 1.118 0.003
```

No. 10
Formula: H4SSi
Source: the Open Molecules 2025 dataset
Level of theory: ωB97M-V/def2-TZVPD

Calculated values
Orbital gap, eV: 10.55

```
6
Properties=species:S:1:pos:R:3:nbo_charge:R:1
Si -0.067 -0.049 -0.528 0.743
S -0.014 0.899 1.382 -0.424
H -0.391 1.063 -1.439 -0.150
H -1.111 -1.093 -0.612 -0.161
H 1.240 -0.642 -0.883 -0.159
H 0.344 -0.177 2.081 0.151
```

No. 11
Formula: H4Si4
Source: the Open Molecules 2025 dataset
Level of theory: ωB97M-V/def2-TZVPD

Calculated values
Orbital gap (alpha / beta), eV: 5.24 / 5.14

```
8
Properties=species:S:1:pos:R:3:nbo_charge:R:1
Si 0.898 -0.862 -0.329 0.165
Si -0.832 1.362 -0.090 0.469
Si -1.423 -0.975 -0.298 -0.104
Si 1.565 1.350 -0.048 0.086
H 2.059 -1.660 0.223 -0.124
H -1.727 1.889 0.931 -0.208
H -1.349 -1.109 -1.789 -0.164
H 0.808 0.005 1.399 -0.121
```

No. 12
Formula: H54O27
Source: the Open Molecules 2025 dataset
Level of theory: ωB97M-V/def2-TZVPD

Calculated values
Orbital gap, eV: 8.62

```
81
Properties=species:S:1:pos:R:3:lowdin_charge:R:1
O 2.528 0.707 -3.976 -0.018
H 3.400 0.314 -3.976 0.040
H 2.381 0.967 -4.885 0.078
O 3.119 -3.649 -2.686 -0.024
H 3.304 -2.710 -2.689 0.011
H 3.501 -3.966 -1.867 0.066
O -0.875 5.661 1.726 -0.045
H -0.858 6.303 2.435 0.037
H -0.143 5.074 1.915 -0.032
O -2.564 -1.886 1.759 -0.049
H -2.271 -1.133 1.245 0.011
H -1.876 -2.540 1.639 0.000
O 0.657 -1.315 -2.300 -0.042
H 1.540 -1.399 -1.939 0.032
H 0.709 -1.735 -3.159 0.070
O -0.037 -3.220 4.349 -0.018
H -0.165 -3.760 5.128 0.063
H -0.382 -2.361 4.593 0.066
O 0.364 1.580 -2.392 -0.035
H -0.267 0.867 -2.488 0.019
H 1.148 1.271 -2.845 -0.009
O 3.648 -0.871 -1.653 -0.019
H 3.887 -0.293 -2.378 0.045
H 4.470 -1.021 -1.186 0.087
O -1.150 -4.141 2.018 -0.034
H -1.670 -4.927 2.182 0.083
H -0.684 -3.985 2.839 0.018
O 1.250 4.068 2.221 -0.022
H 1.867 4.762 2.454 0.090
H 1.186 3.529 3.009 0.038
O 3.499 1.025 3.677 -0.076
H 2.696 1.384 4.054 -0.056
H 3.282 0.864 2.759 -0.023
O -2.801 2.439 -3.566 -0.047
H -3.059 2.738 -4.439 0.031
H -2.251 1.673 -3.728 0.001
O -2.629 1.612 -0.887 -0.048
H -2.509 1.440 0.047 0.013
H -2.577 0.749 -1.298 -0.018
O 1.245 2.013 4.382 -0.040
H 0.483 1.757 3.863 0.005
H 0.979 1.862 5.289 0.080
O 2.017 -5.186 1.700 -0.033
H 1.502 -5.687 2.332 0.052
H 1.846 -4.271 1.922 0.044
O 3.153 0.527 0.700 -0.034
H 3.098 -0.025 -0.080 -0.015
H 2.463 1.179 0.581 0.015
O 0.531 -4.198 -2.814 -0.078
H 0.429 -4.221 -1.862 -0.038
H 1.442 -3.938 -2.952 -0.044
O -3.813 -1.160 -0.989 -0.026
H -4.081 -1.610 -0.188 0.035
H -4.630 -1.010 -1.464 0.066
O -3.405 4.097 0.685 -0.051
H -2.894 4.843 0.999 -0.007
H -4.063 3.953 1.365 0.026
O -1.683 4.431 -1.730 -0.043
H -0.928 3.900 -1.475 -0.003
H -1.325 5.309 -1.861 0.030
O -1.746 -0.853 -3.040 -0.036
H -0.875 -1.023 -2.682 -0.046
H -2.348 -1.220 -2.392 0.008
O 1.644 3.824 -3.762 -0.045
H 1.256 3.021 -3.413 -0.027
H 2.224 4.132 -3.065 0.031
O -0.627 -0.231 0.377 -0.042
H -0.214 0.623 0.246 -0.012
H -0.177 -0.811 -0.238 0.042
O -0.716 1.205 2.680 -0.025
H -0.765 1.892 2.016 0.031
H -0.732 0.388 2.182 0.019
O 0.304 -4.198 -0.132 -0.054
H 1.144 -4.539 0.174 0.006
H -0.291 -4.325 0.607 -0.018
O -4.369 -4.003 2.048 -0.050
H -3.927 -4.798 1.751 0.016
H -3.773 -3.293 1.808 -0.032
O 0.421 2.217 0.360 -0.050
H 0.724 2.969 0.868 0.020
H 0.807 2.342 -0.507 0.037
```

No. 13
Formula: H54O27
Source: the Open Molecules 2025 dataset
Level of theory: ωB97M-V/def2-TZVPD

Calculated values
Orbital gap, eV: 7.87

```
81
Properties=species:S:1:pos:R:3:lowdin_charge:R:1
O 3.339 2.668 3.504 -0.019
H 4.284 2.689 3.660 0.068
H 3.070 3.586 3.543 0.076
O -4.164 3.505 -1.996 -0.044
H -4.955 3.381 -2.522 0.038
H -3.510 2.941 -2.410 -0.016
O -2.009 1.877 -3.253 -0.041
H -1.151 1.489 -3.080 -0.004
H -2.518 1.168 -3.646 0.006
O 2.453 -1.397 -0.135 -0.036
H 3.348 -1.679 -0.325 0.058
H 2.076 -2.117 0.370 0.015
O 3.022 1.427 -0.224 -0.036
H 2.746 1.580 0.680 0.021
H 3.014 0.475 -0.319 0.013
O 2.422 -3.991 1.132 -0.037
H 2.456 -4.557 1.904 0.045
H 1.626 -4.259 0.674 0.011
O -0.182 0.256 0.024 -0.025
H 0.421 0.060 0.740 0.025
H -0.019 -0.430 -0.623 -0.021
O -0.544 4.199 -0.626 -0.038
H -0.563 4.394 -1.563 0.033
H -0.674 3.252 -0.576 0.014
O 0.600 3.028 5.063 -0.044
H 1.464 2.754 5.368 0.016
H 0.623 2.884 4.117 0.021
O 2.040 0.683 2.395 -0.050
H 1.568 0.321 3.145 0.012
H 2.615 1.349 2.773 -0.031
O -2.654 1.238 0.784 -0.055
H -2.883 0.849 1.628 -0.017
H -1.844 0.798 0.527 -0.006
O 0.733 1.360 -5.123 -0.069
H 0.853 2.154 -5.645 0.032
H 0.628 1.676 -4.226 -0.048
O 0.625 -4.795 -2.500 -0.070
H 0.248 -4.502 -1.670 -0.031
H 1.347 -4.189 -2.663 -0.040
O -3.625 -2.471 -0.477 -0.034
H -4.080 -3.305 -0.588 0.053
H -3.238 -2.522 0.397 -0.020
O 0.145 -1.314 -2.085 -0.022
H 1.055 -1.540 -1.891 0.016
H 0.107 -1.273 -3.041 0.089
O 2.686 -3.094 -2.581 -0.027
H 3.601 -3.054 -2.304 0.069
H 2.691 -2.758 -3.477 0.077
O -3.995 0.002 -1.894 -0.052
H -3.921 -0.879 -1.528 -0.006
H -3.593 0.570 -1.237 0.020
O -2.862 -0.033 2.992 -0.012
H -2.956 -0.827 2.466 0.023
H -2.219 -0.264 3.663 0.053
O 0.753 2.034 -2.557 -0.032
H 0.940 1.353 -1.910 0.032
H 1.003 2.851 -2.124 0.055
O 4.251 3.220 -2.154 -0.058
H 3.694 2.580 -1.711 -0.027
H 4.008 4.059 -1.763 0.029
O -3.006 -2.910 2.129 -0.035
H -2.294 -3.400 2.541 0.012
H -3.795 -3.407 2.344 0.082
O -3.030 -0.758 -4.306 -0.052
H -3.670 -0.748 -3.594 -0.006
H -3.275 -1.515 -4.838 0.039
O 5.750 2.075 0.608 -0.042
H 5.011 1.470 0.669 -0.004
H 5.797 2.484 1.472 0.014
O -3.993 3.567 1.016 -0.081
H -3.435 2.790 0.972 -0.043
H -3.733 4.092 0.260 -0.001
O -0.785 -3.208 3.652 -0.033
H -0.492 -4.052 3.310 0.051
H 0.017 -2.691 3.735 0.023
O 0.747 -0.940 4.905 -0.025
H 1.275 -1.505 5.470 0.056
H -0.140 -1.009 5.259 0.048
O -0.133 -3.494 -0.244 -0.031
H -0.898 -3.574 0.326 0.050
H -0.316 -2.726 -0.785 0.025
```

No. 14
Formula: H56O28
Source: the Open Molecules 2025 dataset
Level of theory: ωB97M-V/def2-TZVPD

Calculated values
Orbital gap, eV: 9.13

```
84
Properties=species:S:1:pos:R:3:lowdin_charge:R:1
O 2.108 -1.657 -0.322 -0.022
H 2.810 -1.040 -0.116 0.003
H 1.365 -1.359 0.202 0.017
O 0.059 1.342 3.915 -0.028
H -0.407 2.053 3.473 0.027
H 0.709 1.784 4.461 0.084
O -1.165 -2.611 0.512 -0.031
H -0.678 -1.817 0.731 0.023
H -1.635 -2.834 1.316 0.026
O 1.246 2.069 -4.419 -0.041
H 0.591 1.544 -3.958 0.013
H 0.734 2.659 -4.972 0.055
O -3.496 -2.158 -1.030 -0.042
H -2.865 -2.526 -0.412 -0.009
H -3.096 -2.291 -1.889 0.022
O -2.056 0.022 5.504 -0.036
H -2.584 0.756 5.817 0.065
H -1.198 0.405 5.321 0.016
O 4.165 0.076 0.349 -0.013
H 4.844 -0.390 -0.138 0.065
H 4.611 0.403 1.130 0.090
O -1.682 4.588 -2.601 -0.064
H -1.123 3.840 -2.810 -0.022
H -2.549 4.208 -2.459 0.020
O 4.918 -0.267 -2.984 -0.021
H 5.303 -0.571 -2.162 0.012
H 4.387 -1.004 -3.287 0.029
O -3.545 4.435 0.624 -0.046
H -3.461 3.501 0.436 -0.015
H -4.337 4.503 1.157 0.032
O -0.257 -1.105 -2.983 -0.026
H -0.927 -1.737 -3.242 0.048
H 0.378 -1.619 -2.485 0.002
O -3.061 -2.890 2.672 -0.020
H -3.920 -2.803 3.086 0.076
H -2.564 -3.451 3.266 0.065
O 3.470 -2.468 2.713 -0.037
H 3.517 -1.728 2.108 -0.004
H 2.655 -2.331 3.196 -0.014
O 2.211 1.645 -0.928 -0.034
H 2.920 1.257 -0.414 0.013
H 2.636 1.953 -1.729 0.058
O 3.586 -4.433 0.344 -0.055
H 3.006 -3.765 -0.023 -0.019
H 3.486 -5.184 -0.241 0.032
O -0.255 4.711 2.253 -0.051
H -0.664 3.878 2.019 -0.023
H 0.604 4.683 1.833 0.028
O -2.411 0.480 -2.161 -0.055
H -2.009 -0.375 -2.004 -0.002
H -2.084 0.745 -3.021 -0.017
O -2.289 -0.167 2.797 -0.046
H -2.188 -0.275 3.743 -0.015
H -2.654 -0.999 2.497 0.010
O -0.139 2.492 -1.858 -0.053
H 0.638 2.436 -1.302 0.001
H -0.708 1.787 -1.548 0.006
O -4.308 1.672 -0.378 -0.049
H -3.577 1.642 -0.995 0.000
H -4.387 0.774 -0.057 0.033
O 1.661 -3.242 -2.567 -0.050
H 2.430 -3.052 -3.104 0.064
H 1.776 -2.704 -1.784 -0.017
O 0.021 -4.526 -0.821 -0.064
H 0.525 -4.213 -1.573 -0.028
H -0.332 -3.732 -0.421 -0.044
O -1.824 0.854 -4.770 -0.032
H -2.577 0.266 -4.832 0.058
H -1.316 0.676 -5.562 0.061
O 3.741 3.366 -3.926 -0.058
H 2.869 2.971 -3.937 -0.031
H 3.578 4.306 -3.855 0.031
O 0.605 -0.734 2.355 -0.047
H 0.330 -0.070 2.987 -0.017
H 0.785 -1.511 2.885 -0.007
O -0.136 0.253 -0.163 -0.034
H 0.743 0.403 -0.510 0.005
H -0.100 0.588 0.733 0.042
O 0.800 -3.071 3.936 -0.024
H 0.041 -2.731 4.410 0.052
H 0.930 -3.950 4.290 0.074
O -2.046 2.592 2.511 -0.048
H -2.855 3.098 2.593 0.054
H -2.326 1.679 2.580 0.003
```

No. 15
Formula: H5N3
Source: the Open Molecules 2025 dataset
Level of theory: ωB97M-V/def2-TZVPD

Calculated values
Orbital gap (alpha / beta), eV: 10.17 / 8.45

```
8
Properties=species:S:1:pos:R:3:nbo_charge:R:1
N -0.484 1.191 -0.654 -0.577
N 0.362 -1.396 0.715 -0.796
N 0.557 0.368 -0.724 -0.373
H -1.309 0.867 -1.101 0.375
H -0.306 1.937 -0.033 0.390
H 1.207 -1.721 0.312 0.320
H 0.363 -0.862 1.559 0.324
H 0.566 -0.365 -1.377 0.338
```

No. 16
Formula: H5N3S2
Source: the Open Molecules 2025 dataset
Level of theory: ωB97M-V/def2-TZVPD

Calculated values
Orbital gap, eV: 9.22

```
10
Properties=species:S:1:pos:R:3:nbo_charge:R:1
N -0.675 -1.693 -1.298 -0.624
N -0.161 -1.005 -0.291 -0.584
S -1.014 -0.020 1.042 0.148
S -0.455 1.780 0.430 0.240
N 1.148 1.761 1.149 -0.971
H -1.081 -1.163 -2.061 0.361
H -1.226 -2.413 -0.944 0.332
H 0.481 -1.530 0.267 0.354
H 1.848 1.567 0.290 0.384
H 1.244 2.587 1.602 0.361
```

No. 17
Formula: H5NO
Source: the Open Molecules 2025 dataset
Level of theory: ωB97M-V/def2-TZVPD

Calculated values
Orbital gap, eV: 11.17

```
7
Properties=species:S:1:pos:R:3:nbo_charge:R:1
N 0.239 -3.045 1.066 -1.069
H 1.116 -3.218 1.565 0.356
H 0.365 -2.178 0.534 0.356
H 0.130 -3.801 0.382 0.357
O -1.010 4.145 -1.134 -0.939
H -0.300 4.225 -0.458 0.470
H -0.540 3.872 -1.955 0.470
```

No. 18
Formula: H5NO
Source: the Open Molecules 2025 dataset
Level of theory: ωB97M-V/def2-TZVPD

Calculated values
Orbital gap, eV: 11.15

```
7
Properties=species:S:1:pos:R:3:nbo_charge:R:1
N 0.000 0.000 0.000 -1.057
H -0.008 1.019 0.107 0.342
H 0.981 -0.283 -0.091 0.355
H -0.343 -0.395 0.881 0.358
O 1.515 2.408 -1.529 -0.928
H 0.711 2.646 -1.013 0.464
H 2.057 1.869 -0.909 0.466
```

No. 19
Formula: H5NO3P
Source: the Open Molecules 2025 dataset
Level of theory: ωB97M-V/def2-TZVPD

Calculated values
Orbital gap, eV: 12.11
Total charge: +1

```
10
Properties=species:S:1:pos:R:3:nbo_charge:R:1
N -2.099 -1.004 -0.349 -1.152
O 0.176 -0.226 0.642 -0.995
O 2.499 0.567 -0.147 -0.923
O -1.568 1.598 -0.008 -0.903
P -1.208 0.223 0.175 2.436
H -2.969 -0.822 -0.834 0.471
H -1.846 -1.972 -0.222 0.466
H 1.085 0.231 0.401 0.571
H 3.090 -0.046 0.318 0.512
H 2.841 1.451 0.022 0.517
```

The relative energy (zero: lowest compared OMol25 entry of this formula, charge and spin) results, record by record, are as follows: 53.2, 16.9, 246.4, 21.4, 134.8, 3.8, 3.1, 23.6, 0.0, 0.0, 162.4, 433.2, 361.6, 333.3, 241.0, 41.3, 27.1, 34.7, 0.0 kJ/mol.